This record from OMol25 describes a cluster of 10 separate species, C31H89N11O10 in total at a distorted geometry. The level of theory is ωB97M-V/def2-TZVPD.

The gap between HOMO and LUMO is 9.150 eV. The value obtained for the LUMO energy is 0.006 hartree. The SMILES is COC[C@H](C)N.COC[C@H](C)N.COC[C@H](C)N.COC[C@H](C)N.COC[C@H](C)N.COC[C@H](C)N.COC[C@H](C)N.NC(N)=O.NC(N)=O.CO. The calculation puts the molar mass at 776.1 Da. The largest force on an atom comes out at 10.0 eV/Å. For the energy above the lowest of the compared OMol25 structures with the same formula, charge and spin, the calculation gives 177.1 kcal per mole.

Last columns: bonded neighbours and bond lengths (Å).
CARTESIAN COORDINATES (ANGSTROEM)
1 C -1.86670 2.89637 0.92171  O2 1.435, H7 1.090, H8 1.090, H9 1.090
2 O -0.56130 2.37708 1.21245  C1 1.435, C3 1.448
3 C -0.50841 1.01537 1.70324  O2 1.448, C4 1.469, H10 1.090, H11 1.090
4 C 0.87072 0.52815 1.84100  C3 1.469, C5 1.504, N6 1.483, H12 1.090
5 C 1.57750 -0.03942 0.64083  C4 1.504, H13 1.090, H14 1.090, H15 1.090
6 N 0.80296 -0.53045 2.87712  C4 1.483, H16 1.010, H17 1.010
7 H -2.24828 2.54065 -0.03535  C1 1.090
8 H -1.85536 3.97941 1.04411  C1 1.090
9 H -2.55314 2.45180 1.64230  C1 1.090
10 H -1.12127 0.87687 2.59392  C3 1.090
11 H -1.04102 0.42949 0.95413  C3 1.090
12 H 1.52101 1.25180 2.33249  C4 1.090
13 H 0.81315 -0.59077 0.09322  C5 1.090
14 H 2.22003 -0.86821 0.93808  C5 1.090
15 H 2.21998 0.64400 0.08563  C5 1.090
16 H 0.07201 -0.37186 3.55582  N6 1.010
17 H 0.25226 -1.23734 2.41116  N6 1.010
18 C -8.69583 3.12411 -0.76991  O19 1.379, H24 1.090, H25 1.090, H26 1.090
19 O -7.57672 2.55974 -0.19567  C18 1.379, C20 1.490
20 C -7.85879 1.50161 0.81503  O19 1.490, C21 1.536, H27 1.090, H28 1.090
21 C -7.20092 0.13662 0.56329  C20 1.536, C22 1.491, N23 1.461, H29 1.090
22 C -7.76686 -0.59129 -0.60814  C21 1.491, H30 1.090, H31 1.090, H32 1.090
23 N -7.52624 -0.74950 1.67869  C21 1.461, H33 1.010, H34 1.010
24 H -9.53251 3.27819 -0.08851  C18 1.090
25 H -8.88881 2.32504 -1.48569  C18 1.090
26 H -8.58885 4.06815 -1.30418  C18 1.090
27 H -7.56722 1.67908 1.85020  C20 1.090
28 H -8.90550 1.30061 1.04330  C20 1.090
29 H -6.12279 0.05574 0.42470  C21 1.090
30 H -8.78832 -0.86666 -0.34564  C22 1.090
31 H -7.15308 -1.48351 -0.73192  C22 1.090
32 H -7.73071 -0.12820 -1.59421  C22 1.090
33 H -7.68348 -0.16464 2.48696  N23 1.010
34 H -8.28146 -1.39629 1.50148  N23 1.010
35 C 3.57709 -4.61928 -4.69950  O36 1.455, H41 1.090, H42 1.090, H43 1.090
36 O 4.40666 -5.81144 -4.60994  C35 1.455, C37 1.455
37 C 5.00478 -6.15810 -5.89073  O36 1.455, C38 1.573, H44 1.090, H45 1.090
38 C 5.69870 -7.56777 -5.96582  C37 1.573, C39 1.533, N40 1.426, H46 1.090
39 C 6.28401 -8.07478 -7.28894  C38 1.533, H47 1.090, H48 1.090, H49 1.090
40 N 4.79350 -8.61496 -5.62427  C38 1.426, H50 1.010, H51 1.010
41 H 4.31493 -3.82189 -4.78819  C35 1.090
42 H 3.09497 -4.66186 -3.72285  C35 1.090
43 H 2.87851 -4.55002 -5.53334  C35 1.090
44 H 4.34820 -6.08502 -6.75771  C37 1.090
45 H 5.75920 -5.39336 -6.07544  C37 1.090
46 H 6.60520 -7.56700 -5.36055  C38 1.090
47 H 7.10087 -7.41320 -7.57728  C39 1.090
48 H 5.65500 -8.31703 -8.14554  C39 1.090
49 H 6.86350 -8.98598 -7.14056  C39 1.090
50 H 4.26226 -9.05786 -6.36029  N40 1.010
51 H 4.07126 -8.23362 -5.03009  N40 1.010
52 C -1.69800 0.58497 -5.68298  O53 1.316, H58 1.090, H59 1.090, H60 1.090
53 O -1.51328 0.35417 -6.96557  C52 1.316, C54 1.439
54 C -2.53321 -0.51698 -7.48663  O53 1.439, C55 1.530, H61 1.090, H62 1.090
55 C -2.53632 -0.45674 -9.01586  C54 1.530, C56 1.598, N57 1.465, H63 1.090
56 C -3.89620 -1.10292 -9.55167  C55 1.598, H64 1.090, H65 1.090, H66 1.090
57 N -1.32941 -1.06264 -9.58274  C55 1.465, H67 1.010, H68 1.010
58 H -2.63121 1.08237 -5.41874  C52 1.090
59 H -1.01430 1.34711 -5.30908  C52 1.090
60 H -1.56264 -0.28119 -5.03527  C52 1.090
61 H -2.32300 -1.53260 -7.15135  C54 1.090
62 H -3.49401 -0.10136 -7.18294  C54 1.090
63 H -2.44549 0.56330 -9.38919  C55 1.090
64 H -3.93150 -2.16894 -9.32701  C56 1.090
65 H -3.92261 -1.16192 -10.63975  C56 1.090
66 H -4.78183 -0.68133 -9.07627  C56 1.090
67 H -1.33987 -1.99542 -9.19554  N57 1.010
68 H -0.66158 -0.60114 -8.98181  N57 1.010
69 C 7.43182 -0.74260 9.10823  O70 1.472, H75 1.090, H76 1.090, H77 1.090
70 O 6.65182 -0.84300 7.86393  C69 1.472, C71 1.413
71 C 7.53346 -1.38979 6.90429  O70 1.413, C72 1.559, H78 1.090, H79 1.090
72 C 6.81939 -1.63992 5.54095  C71 1.559, C73 1.490, N74 1.477, H80 1.090
73 C 6.41249 -0.42466 4.78006  C72 1.490, H81 1.090, H82 1.090, H83 1.090
74 N 5.62858 -2.45941 5.84424  C72 1.477, H84 1.010, H85 1.010
75 H 7.78495 -1.72356 9.42621  C69 1.090
76 H 6.79619 -0.30580 9.87848  C69 1.090
77 H 8.31957 -0.13444 8.93460  C69 1.090
78 H 8.28775 -0.64381 6.65399  C71 1.090
79 H 7.88509 -2.41743 6.99580  C71 1.090
80 H 7.42561 -2.15589 4.79638  C72 1.090
81 H 5.54072 0.10809 5.15994  C73 1.090
82 H 6.19876 -0.85446 3.80144  C73 1.090
83 H 7.26956 0.23414 4.64041  C73 1.090
84 H 4.91023 -2.20013 5.18330  N74 1.010
85 H 5.14682 -2.08522 6.64922  N74 1.010
86 C -0.81361 5.82014 5.03367  O87 1.439, H92 1.090, H93 1.090, H94 1.090
87 O -1.98228 5.16562 5.55890  C86 1.439, C88 1.395
88 C -1.60437 4.31884 6.60147  O87 1.395, C89 1.601, H95 1.090, H96 1.090
89 C -2.94761 3.90510 7.36855  C88 1.601, C90 1.551, N91 1.474, H97 1.090
90 C -3.32619 5.01309 8.38616  C89 1.551, H98 1.090, H99 1.090, H100 1.090
91 N -2.83381 2.65873 8.14647  C89 1.474, H101 1.010, H102 1.010
92 H -0.36053 6.43384 5.81226  C86 1.090
93 H -0.98560 6.44987 4.16077  C86 1.090
94 H -0.06125 5.09546 4.72239  C86 1.090
95 H -1.02798 3.42142 6.37673  C88 1.090
96 H -0.87428 4.79569 7.25545  C88 1.090
97 H -3.80548 3.91110 6.69615  C89 1.090
98 H -4.22876 4.66812 8.89060  C90 1.090
99 H -3.23846 5.95497 7.84461  C90 1.090
100 H -2.56557 5.20625 9.14263  C90 1.090
101 H -3.61690 2.59243 8.78088  N91 1.010
102 H -3.18113 2.09110 7.38670  N91 1.010
103 C -4.07248 9.24327 -2.83423  O104 1.393, H109 1.090, H110 1.090, H111 1.090
104 O -2.71171 9.42136 -3.07226  C103 1.393, C105 1.434
105 C -2.17103 8.79331 -4.24297  O104 1.434, C106 1.595, H112 1.090, H113 1.090
106 C -1.66636 7.35153 -3.78497  C105 1.595, C107 1.513, N108 1.450, H114 1.090
107 C -0.48638 7.30893 -2.83841  C106 1.513, H115 1.090, H116 1.090, H117 1.090
108 N -1.33164 6.61915 -4.99086  C106 1.450, H118 1.010, H119 1.010
109 H -4.60895 9.61461 -3.70739  C103 1.090
110 H -4.39930 9.66662 -1.88446  C103 1.090
111 H -4.28010 8.18826 -2.65548  C103 1.090
112 H -2.85640 8.72818 -5.08803  C105 1.090
113 H -1.40544 9.41051 -4.71312  C105 1.090
114 H -2.46101 6.96319 -3.14792  C106 1.090
115 H -0.70338 7.89488 -1.94529  C107 1.090
116 H 0.40043 7.74415 -3.29913  C107 1.090
117 H -0.22671 6.26129 -2.68636  C107 1.090
118 H -0.65756 7.22816 -5.43223  N108 1.010
119 H -0.71999 5.85683 -4.73618  N108 1.010
120 N 1.70466 -6.85651 2.46177  C121 1.237, H124 1.010, H125 1.010
121 C 1.33166 -6.36708 1.38816  N120 1.237, N122 1.291, O123 1.203
122 N 1.65373 -7.21812 0.47208  C121 1.291, H126 1.010, H127 1.010
123 O 0.70806 -5.34964 1.23632  C121 1.203
124 H 1.62773 -6.26140 3.27418  N120 1.010
125 H 2.08817 -7.78792 2.53592  N120 1.010
126 H 1.46955 -7.04236 -0.50531  N122 1.010
127 H 2.22387 -7.97779 0.81550  N122 1.010
128 N 7.43619 -3.51711 -1.67978  C129 1.315, H132 1.010, H133 1.010
129 C 7.47366 -3.67510 -0.37446  N128 1.315, N130 1.273, O131 1.203
130 N 6.41135 -4.22288 0.06371  C129 1.273, H134 1.010, H135 1.010
131 O 8.39541 -3.34194 0.32382  C129 1.203
132 H 8.04743 -2.77889 -1.99841  N128 1.010
133 H 6.80186 -4.05613 -2.25179  N128 1.010
134 H 6.37364 -4.43699 1.05004  N130 1.010
135 H 5.64087 -4.51549 -0.52009  N130 1.010
136 C -3.31104 -2.76566 4.99453  O137 1.477, H138 1.090, H139 1.090, H140 1.090
137 O -2.39872 -2.30968 6.06263  C136 1.477, H141 0.960
138 H -3.59420 -3.79526 5.21329  C136 1.090
139 H -4.27900 -2.28191 4.86360  C136 1.090
140 H -2.91079 -2.70113 3.98273  C136 1.090
141 H -2.95516 -2.19671 6.83672  O137 0.960